1.
119
Properties=species:S:1:pos:R:3 method="wB97M-V/def2-TZVPD" homo_lumo_gap_ev=8.0 spin_multiplicity=1 mol_weight_g_mol=1166.85 energy_ha=-5907.5107 total_charge=0 lumo_ha=0.002
La 0.2162 -1.1457 -0.5887
C 1.0192 3.2716 3.5818
N 1.1725 1.9390 3.0330
C 0.5756 1.4344 1.9166
N 0.9076 0.1624 1.7441
C 1.7390 -0.1695 2.7779
C 1.9232 0.9290 3.5831
C 2.7063 1.0756 4.8174
C 2.5368 0.1589 5.8510
C 3.2928 0.2668 7.0066
C 4.2185 1.2900 7.1415
C 4.3958 2.2048 6.1142
C 3.6473 2.0938 4.9544
C 2.2933 -1.5178 2.9686
C 1.4453 -2.6181 2.9233
C 1.9590 -3.8966 3.0763
C 3.3165 -4.0741 3.2959
C 4.1612 -2.9765 3.3590
C 3.6532 -1.7005 3.1938
P -0.6176 2.4323 0.9812
C -2.0456 1.3233 0.8877
N -2.0764 0.0175 0.6675
C -3.3571 -0.3914 0.9510
C -4.1126 0.7169 1.2865
N -3.2656 1.7903 1.2501
C -3.6364 3.1659 1.4999
C -5.5389 0.8143 1.6182
C -6.4848 0.3010 0.7337
C -7.8315 0.3469 1.0488
C -8.2476 0.9117 2.2462
C -7.3128 1.4291 3.1293
C -5.9646 1.3781 2.8180
C -3.7973 -1.7954 1.0135
C -3.4912 -2.6937 -0.0024
C -3.9031 -4.0122 0.0911
C -4.6250 -4.4430 1.1926
C -4.9380 -3.5507 2.2058
C -4.5227 -2.2332 2.1193
C 0.0457 2.5102 -0.6932
N 0.2430 1.5136 -1.5373
C 0.7346 2.0708 -2.6839
C 0.8247 3.4288 -2.5279
N 0.3648 3.7067 -1.2620
C 0.2305 5.0200 -0.6698
C 1.3243 4.4486 -3.4553
C 0.7915 4.5606 -4.7333
C 1.2961 5.4975 -5.6202
C 2.3344 6.3325 -5.2370
C 2.8758 6.2233 -3.9629
C 2.3763 5.2823 -3.0801
C 1.1859 1.3234 -3.8755
C 0.2762 0.9545 -4.8635
C 0.7278 0.3803 -6.0402
C 2.0857 0.1841 -6.2375
C 2.9950 0.5317 -5.2502
C 2.5453 1.0984 -4.0686
H 0.0080 3.6223 3.3871
H 1.1914 3.2240 4.6553
H 1.7358 3.9611 3.1343
H 1.8192 -0.6422 5.7367
H 3.1569 -0.4526 7.8018
H 4.8065 1.3706 8.0452
H 5.1259 2.9966 6.2087
H 3.8064 2.7864 4.1379
H 0.3894 -2.4881 2.7408
H 1.2900 -4.7425 3.0056
H 3.7162 -5.0723 3.4100
H 5.2214 -3.1179 3.5225
H 4.3123 -0.8423 3.2221
H -4.7050 3.2665 1.3211
H -3.4129 3.4536 2.5281
H -3.0974 3.8186 0.8156
H -6.1581 -0.1476 -0.1941
H -8.5567 -0.0614 0.3594
H -9.2999 0.9430 2.4918
H -7.6344 1.8618 4.0665
H -5.2334 1.7548 3.5221
H -2.9573 -2.3498 -0.8734
H -3.6520 -4.7042 -0.7012
H -4.9329 -5.4775 1.2656
H -5.4914 -3.8846 3.0733
H -4.7412 -1.5498 2.9265
H 0.2705 5.7577 -1.4674
H -0.7265 5.0918 -0.1555
H 1.0351 5.2125 0.0404
H -0.0144 3.9067 -5.0361
H 0.8783 5.5760 -6.6143
H 2.7286 7.0621 -5.9306
H 3.6957 6.8616 -3.6624
H 2.8195 5.1752 -2.0983
H -0.7793 1.1080 -4.6900
H 0.0196 0.0870 -6.8017
H 2.4364 -0.2529 -7.1638
H 4.0518 0.3609 -5.4020
H 3.2316 1.3662 -3.2770
O -0.7021 -5.0577 1.2007
C -0.4615 -4.1628 0.4100
O -0.6039 -2.9040 0.6097
C 0.1121 -4.5187 -0.9645
C 0.1832 -5.8869 -1.3278
C 0.7505 -6.2124 -2.5210
C 1.2614 -5.1846 -3.3524
C 1.8935 -5.4585 -4.5885
C 2.3870 -4.4399 -5.3496
C 2.2610 -3.1046 -4.9072
C 1.6481 -2.8085 -3.7245
C 1.1388 -3.8527 -2.9153
N 0.5493 -3.5482 -1.7218
H -0.2057 -6.6182 -0.6344
H 0.8310 -7.2428 -2.8456
H 1.9796 -6.4876 -4.9121
H 2.8727 -4.6457 -6.2917
H 2.6485 -2.2985 -5.5137
H 1.5488 -1.7744 -3.4121
Br -1.6306 -1.1516 -2.8251
O 2.5579 -2.1897 -0.1475
C 3.1525 -1.2010 -0.6114
O 2.5461 -0.2112 -1.1026
H 4.2593 -1.1821 -0.5911

---

2.
89
Properties=species:S:1:pos:R:3 method="wB97M-V/def2-TZVPD" homo_lumo_gap_ev=7.8 spin_multiplicity=1 mol_weight_g_mol=968.74 energy_ha=-5098.4512 total_charge=+1 lumo_ha=-0.116
Pt 0.0912 -0.1477 -0.7100
O -3.1576 -3.8815 2.6913
C -2.2015 -3.3978 3.4655
O -2.1581 -3.6020 4.6515
C -1.1471 -2.5594 2.8176
C -0.0992 -2.0247 3.5318
N 0.6495 -1.3221 2.6632
N 0.1649 -1.3739 1.4200
C -0.9246 -2.1177 1.4920
C -1.6887 -2.3397 0.2212
O -2.7097 -3.0238 0.2445
O -1.2254 -1.8009 -0.8518
H -3.0388 -3.6111 1.7407
H 0.1434 -2.1229 4.5764
H 1.5145 -0.8412 2.8416
O 3.2365 -1.1497 -2.0844
C 3.1134 0.1659 -2.0988
O 2.2204 0.6749 -2.7449
C 3.8022 1.0094 -1.0974
C 5.1232 0.8527 -0.7023
C 5.6549 1.7178 0.2391
C 4.8564 2.6977 0.8094
C 3.5123 2.8030 0.4770
C 2.9658 1.9583 -0.4808
P 1.1735 1.9154 -0.8919
C 0.4065 2.8259 0.5093
C -0.5130 3.8549 0.3266
C -1.1633 4.4200 1.4182
C -0.9084 3.9638 2.7024
C 0.0082 2.9375 2.8967
C 0.6533 2.3782 1.8080
C 0.7996 3.0242 -2.2766
C 1.3486 4.3032 -2.2664
C 1.1080 5.1701 -3.3220
C 0.3123 4.7618 -4.3829
C -0.2345 3.4853 -4.3913
C 0.0127 2.6121 -3.3436
H 5.7267 0.0781 -1.1584
H 6.6927 1.6299 0.5309
H 5.2773 3.3760 1.5397
H 2.8978 3.5430 0.9724
H -0.7288 4.2199 -0.6685
H -1.8562 5.2380 1.2628
H -1.4077 4.4134 3.5508
H 0.2198 2.5808 3.8964
H 1.3766 1.5847 1.9671
H 1.9759 4.6255 -1.4425
H 1.5467 6.1591 -3.3168
H 0.1247 5.4361 -5.2082
H -0.8421 3.1607 -5.2258
H -0.4010 1.6126 -3.3537
O -1.5417 0.7306 0.2145
C -2.4371 1.2579 -0.5131
O -2.4082 1.5234 -1.7132
C -3.7375 1.5356 0.2522
N -4.5972 2.3127 -0.7142
C -5.9062 1.5926 -0.8759
C -5.5180 0.1455 -0.6264
C -4.5290 0.2476 0.5360
H -3.5367 2.1255 1.1431
H -4.0191 2.2573 -1.5872
H -4.7036 3.2903 -0.4580
H -6.3131 1.8071 -1.8606
H -6.5865 1.9640 -0.1109
H -5.0382 -0.2808 -1.5087
H -6.3849 -0.4645 -0.3843
H -3.8678 -0.6143 0.5967
H -5.0555 0.3340 1.4865
C 1.5194 -6.5196 1.8889
C 1.5693 -5.3528 0.9440
C 2.2883 -4.2057 1.2573
C 2.3450 -3.1123 0.4057
C 3.2050 -1.9457 0.7933
C 1.6343 -3.1880 -0.8018
Se 1.3943 -1.7298 -2.0019
C 0.9363 -4.3470 -1.1723
C 0.1671 -4.4615 -2.4641
C 0.9140 -5.4081 -0.2760
H 1.9743 -6.2771 2.8475
H 2.0505 -7.3746 1.4674
H 0.4894 -6.8309 2.0646
H 2.8352 -4.1664 2.1929
H 3.6084 -2.0874 1.7958
H 2.6504 -1.0029 0.7575
H 4.0402 -1.8402 0.1083
H -0.7145 -3.8168 -2.4543
H -0.1677 -5.4863 -2.6092
H 0.7773 -4.1838 -3.3239
H 0.3597 -6.3011 -0.5412

---

3.
15
Properties=species:S:1:pos:R:3 method="wB97M-V/def2-TZVPD" homo_lumo_gap_ev="8.0 / 7.3" spin_multiplicity=3 mol_weight_g_mol=90.12 energy_ha=-311.9654 total_charge=+1 lumo_ha="-0.103 / -0.325" s_squared=2.006
C 1.8883 0.4356 0.0231
C 1.2258 -0.8943 -0.3111
C 0.3243 0.2716 0.3657
C -0.6555 0.9008 -0.4601
N -1.9081 1.0915 -0.0686
F -1.4591 -1.4481 0.5047
H 2.4325 0.3143 0.9371
H 2.3502 1.1353 -0.6997
H 1.0387 -1.0730 -1.3771
H 1.3592 -1.8062 0.2984
H -0.3717 0.9477 -1.5099
H 0.0994 0.1394 1.4829
H -2.0715 0.7518 0.8443
H -2.7202 1.5525 -0.5137
H -1.5323 -2.3187 0.4841

---

4.
58
Properties=species:S:1:pos:R:3 method="wB97M-V/def2-TZVPD" homo_lumo_gap_ev=9.4 spin_multiplicity=1 mol_weight_g_mol=681.31 energy_ha=-3092.1933 total_charge=+1 lumo_ha=-0.102
Y 0.4677 -0.4060 -0.3613
C -0.7696 -1.7618 4.0809
F 0.3531 -2.4956 3.9389
F -1.7816 -2.4442 3.5327
F -0.9857 -1.6115 5.3731
S -0.6001 -0.1172 3.2675
O 0.0055 -0.3919 1.9629
O -1.9567 0.3584 3.1744
O 0.2678 0.6027 4.1579
C -2.3303 3.3846 -1.1043
F -2.1299 3.4286 0.2053
F -3.4563 2.6938 -1.3203
F -2.4744 4.6060 -1.6057
S -0.9038 2.5947 -1.9770
O -1.3568 2.2908 -3.3112
O 0.1544 3.5870 -1.9513
O -0.6449 1.4185 -1.1598
O 2.5293 -0.8392 0.9369
H 3.3774 -0.3927 0.8330
H 2.7183 -1.6458 1.4293
O -0.2802 -1.0525 -2.4392
H -1.1273 -1.2948 -2.8223
H 0.2843 -0.7960 -3.1803
O 2.2673 -2.1627 -1.7949
H 2.4494 -2.7662 -2.5226
H 2.6271 -2.5997 -1.0152
C -0.2777 -3.7443 0.6818
O 0.3640 -2.8496 0.0943
N -1.4556 -4.2207 0.1979
N 0.1638 -4.3201 1.8367
H -1.8623 -5.0163 0.6553
H -1.9416 -3.7701 -0.5524
H 0.8959 -3.8595 2.3425
H -0.5224 -4.8270 2.3692
C 2.7017 1.2802 -2.7281
O 1.9047 0.7475 -1.9343
N 4.0214 0.9665 -2.7604
N 2.2956 2.3202 -3.4996
H 4.6404 1.2254 -3.5062
H 4.3111 0.2187 -2.1562
H 2.9597 2.9170 -3.9573
H 1.3412 2.6360 -3.3964
C 1.5286 2.6005 1.1743
O 1.0852 1.5406 0.6939
N 1.5600 2.7818 2.5108
N 1.9243 3.6360 0.3758
H 1.8087 3.6787 2.8877
H 1.1732 2.0813 3.1324
H 1.5981 3.5694 -0.5845
H 1.6895 4.5655 0.6994
C -3.0611 -0.7907 -0.1162
O -1.8240 -0.7300 -0.2473
N -3.6994 -0.9712 1.0636
N -3.8529 -0.7835 -1.2212
H -3.1703 -0.7086 1.8921
H -4.6866 -0.7773 1.0450
H -4.8551 -0.8122 -1.1762
H -3.4621 -0.7712 -2.1438

---

5.
87
Properties=species:S:1:pos:R:3 method="wB97M-V/def2-TZVPD" homo_lumo_gap_ev="5.0 / 5.1" spin_multiplicity=2 mol_weight_g_mol=756.23 energy_ha=-4409.6659 total_charge=+1 lumo_ha="-0.191 / -0.189" s_squared=0.794
Mn 0.7096 0.8132 -0.7110
N 0.8425 -4.3862 5.8595
C 0.6102 -3.2852 5.0873
C 0.1524 -3.4284 3.7669
C -0.1076 -2.3171 2.9935
C 0.1173 -1.0502 3.5125
C 0.5969 -0.8861 4.8034
C 0.8382 -1.9944 5.5868
S -0.3766 0.3776 2.6101
O -1.7512 0.1945 2.2151
O -0.0393 1.5677 3.3267
N 0.4891 0.3193 1.1706
C 1.8268 0.3347 1.2568
N 2.5101 0.1995 2.4002
C 3.8187 0.3484 2.3412
C 4.4998 0.6169 1.1530
C 3.7417 0.6570 0.0093
N 2.4220 0.4851 0.0436
H 0.5563 -5.2904 5.5348
H 1.0297 -4.2892 6.8396
H -0.0190 -4.4209 3.3671
H -0.5085 -2.4220 1.9950
H 0.7645 0.1177 5.1709
H 1.1951 -1.8718 6.6019
H 4.3439 0.2389 3.2840
H 5.5670 0.7701 1.1253
H 4.1899 0.7923 -0.9677
C 2.5761 2.7953 -2.9741
S 1.3541 1.4584 -2.9901
C 0.0441 2.2575 -3.9607
H 2.1479 3.6934 -2.5435
H 2.8798 2.9701 -4.0035
H 3.4293 2.4686 -2.3849
H 0.1651 1.9470 -4.9957
H 0.1303 3.3332 -3.8506
H -0.9170 1.9427 -3.5674
C -1.9336 3.2751 0.5534
N -2.7980 2.3809 -0.2014
C -4.2291 2.5055 0.0536
C -5.0009 2.2406 -1.2221
C -4.6220 0.8620 -1.7184
N -3.1724 0.7494 -1.8240
C -2.7085 -0.3123 -2.7006
C -2.3170 1.4427 -1.0271
O -1.0796 1.2249 -1.1347
H -1.8857 4.2499 0.0635
H -0.9348 2.8712 0.6323
H -2.3233 3.3838 1.5621
H -4.4226 3.5118 0.4196
H -4.5145 1.7996 0.8411
H -4.7232 2.9809 -1.9746
H -6.0732 2.3070 -1.0451
H -5.0437 0.6794 -2.7077
H -5.0040 0.0883 -1.0421
H -2.9848 -0.0856 -3.7325
H -3.1686 -1.2618 -2.4150
H -1.6331 -0.4132 -2.6274
Cl 2.9420 4.6391 0.7175
C 1.3275 4.9618 0.0431
C 0.6761 3.7271 -0.5852
O -0.2055 3.9090 -1.4124
O 1.1310 2.5963 -0.1570
H 1.4194 5.7325 -0.7152
H 0.6950 5.3262 0.8500
C -2.9352 -3.3863 -1.0434
C -2.8708 -2.2184 -0.2952
C -1.7383 -1.4248 -0.3167
C -0.6270 -1.7960 -1.0847
C -0.6994 -2.9897 -1.8302
C -1.8392 -3.7649 -1.8130
N 0.5287 -1.0191 -1.1563
C 1.7176 -1.7870 -1.2421
C 1.9564 -2.7536 -0.2567
C 3.1296 -3.4838 -0.2591
C 4.0664 -3.2989 -1.2674
C 3.8205 -2.3652 -2.2646
C 2.6629 -1.6066 -2.2532
H -3.8229 -4.0040 -1.0159
H -3.7010 -1.9229 0.3343
H -1.6928 -0.5547 0.3168
H 0.1454 -3.2847 -2.4387
H -1.8732 -4.6739 -2.3986
H 1.2274 -2.8919 0.5331
H 3.3114 -4.2017 0.5298
H 4.9762 -3.8837 -1.2767
H 4.5393 -2.2268 -3.0619
H 2.4759 -0.8910 -3.0392

---

6.
12
Properties=species:S:1:pos:R:3 method="wB97M-V/def2-TZVPD" homo_lumo_gap_ev=9.5 spin_multiplicity=1 smiles="COn1[nH]nnc1=O" mol_weight_g_mol=116.08 energy_ha=-447.9219 total_charge=0 lumo_ha=0.005
C 1.8507 0.0928 0.2025
C -1.1605 1.0364 -0.1478
H 2.6826 0.5187 -0.4601
H 1.3830 0.9830 1.0809
H 2.3256 -0.8650 0.7785
H -0.7566 -2.0985 -0.0842
N -0.3338 -0.0758 -0.1092
N -1.0792 -1.2006 -0.3131
N -2.4292 -0.7786 -0.0440
N -2.4490 0.4539 0.0795
O 0.8188 -0.2374 -0.6718
O -0.8523 2.1710 -0.3111

---

7.
53
Properties=species:S:1:pos:R:3 method="wB97M-V/def2-TZVPD" homo_lumo_gap_ev=9.0 spin_multiplicity=1 smiles=COc1ccc(CCCO[C@@H](Cn2ccnc2)c2ccc(OC)cc2)cc1 mol_weight_g_mol=366.46 energy_ha=-1189.1371 total_charge=0 lumo_ha=0.028
C 1.4260 -1.7680 -4.4665
H 2.2142 -2.4805 -4.7064
O 0.8234 -2.2485 -3.2880
C -0.2930 -1.6091 -2.8258
C -0.9735 -2.2415 -1.7856
C -2.1160 -1.6816 -1.2585
C -2.6134 -0.4743 -1.7413
C -1.9229 0.1514 -2.7662
C -0.7761 -0.4024 -3.3127
H -0.2713 0.1188 -4.1106
H -2.2847 1.0918 -3.1579
C -3.8465 0.1401 -1.1374
H -4.1430 1.0177 -1.7155
H -4.6681 -0.5801 -1.1699
C -3.6113 0.5445 0.3220
C -2.5002 1.5840 0.4529
O -1.8938 1.4290 1.7203
C -0.6576 2.0965 1.8505
C 0.4040 1.5950 0.8978
C 0.4857 0.2455 0.5839
C 1.5111 -0.2431 -0.2043
C 2.4743 0.6246 -0.7059
C 2.3764 1.9877 -0.4200
C 1.3572 2.4624 0.3772
H 1.3036 3.5176 0.6054
H 3.1207 2.6543 -0.8267
O 3.5293 0.2502 -1.4790
C 3.7904 -1.1288 -1.6240
H 3.9821 -1.5968 -0.6540
H 4.6858 -1.1938 -2.2407
H 2.9676 -1.6509 -2.1187
H 1.5468 -1.2989 -0.4131
H -0.2619 -0.4364 0.9578
C -0.1904 1.8761 3.3102
N 0.1961 0.5171 3.5377
C 1.4443 -0.0030 3.4517
N 1.4514 -1.2981 3.6005
C 0.1497 -1.6509 3.7721
C -0.6442 -0.5424 3.7321
H -1.7031 -0.4104 3.8131
H -0.1268 -2.6755 3.9205
H 2.3163 0.6002 3.2917
H 0.6643 2.5260 3.5130
H -1.0162 2.1345 3.9792
H -0.8041 3.1815 1.7010
H -2.8910 2.6083 0.3485
H -1.7514 1.4232 -0.3343
H -4.5351 0.9252 0.7589
H -3.3035 -0.3303 0.8963
H -2.6365 -2.1949 -0.4635
H -0.5880 -3.1765 -1.4110
H 1.8663 -0.7762 -4.3221
H 0.7093 -1.7307 -5.2928

---

8.
37
Properties=species:S:1:pos:R:3 method="wB97M-V/def2-TZVPD" homo_lumo_gap_ev=9.3 spin_multiplicity=1 smiles="CCCc1cc(=O)[nH]c(SCc2cccc(C)c2)n1" mol_weight_g_mol=274.39 energy_ha=-1165.3662 total_charge=0 lumo_ha=0.020
C -3.2313 1.8264 0.3051
C -2.2602 0.7627 0.7985
H -2.2914 0.7116 1.8890
H -1.2429 1.0262 0.5025
C -2.5998 -0.6181 0.2223
C -1.5797 -1.6170 0.6679
C -1.7032 -2.3360 1.8160
C -0.6695 -3.2407 2.2416
O -0.6482 -3.9405 3.2300
N 0.4242 -3.2586 1.3530
C 0.4596 -2.5113 0.2291
N -0.4867 -1.7163 -0.1382
S 1.8921 -2.6636 -0.7587
C 1.5100 -1.4595 -2.0798
C 1.4594 -0.0509 -1.5791
C 2.5044 0.4648 -0.8241
C 2.4797 1.7718 -0.3615
C 1.3834 2.5683 -0.6727
C 0.3406 2.0650 -1.4283
C 0.3727 0.7569 -1.8793
H -0.4449 0.3620 -2.4624
H -0.5049 2.6944 -1.6643
H 1.3491 3.5883 -0.3179
C 3.6004 2.3129 0.4727
H 3.3155 2.3115 1.5252
H 4.4964 1.7074 0.3627
H 3.8299 3.3386 0.1912
H 3.3476 -0.1701 -0.5881
H 2.3165 -1.5985 -2.8022
H 0.5605 -1.7614 -2.5179
H 1.1971 -3.8702 1.5895
H -2.5744 -2.2524 2.4446
H -3.5930 -0.9212 0.5558
H -2.5867 -0.5618 -0.8665
H -3.1988 1.8983 -0.7797
H -2.9737 2.7969 0.7222
H -4.2495 1.5841 0.6017

---

What did the seventh record say?
53
Properties=species:S:1:pos:R:3 method="wB97M-V/def2-TZVPD" homo_lumo_gap_ev=9.0 spin_multiplicity=1 smiles=COc1ccc(CCCO[C@@H](Cn2ccnc2)c2ccc(OC)cc2)cc1 mol_weight_g_mol=366.46 energy_ha=-1189.1371 total_charge=0 lumo_ha=0.028
C 1.4260 -1.7680 -4.4665
H 2.2142 -2.4805 -4.7064
O 0.8234 -2.2485 -3.2880
C -0.2930 -1.6091 -2.8258
C -0.9735 -2.2415 -1.7856
C -2.1160 -1.6816 -1.2585
C -2.6134 -0.4743 -1.7413
C -1.9229 0.1514 -2.7662
C -0.7761 -0.4024 -3.3127
H -0.2713 0.1188 -4.1106
H -2.2847 1.0918 -3.1579
C -3.8465 0.1401 -1.1374
H -4.1430 1.0177 -1.7155
H -4.6681 -0.5801 -1.1699
C -3.6113 0.5445 0.3220
C -2.5002 1.5840 0.4529
O -1.8938 1.4290 1.7203
C -0.6576 2.0965 1.8505
C 0.4040 1.5950 0.8978
C 0.4857 0.2455 0.5839
C 1.5111 -0.2431 -0.2043
C 2.4743 0.6246 -0.7059
C 2.3764 1.9877 -0.4200
C 1.3572 2.4624 0.3772
H 1.3036 3.5176 0.6054
H 3.1207 2.6543 -0.8267
O 3.5293 0.2502 -1.4790
C 3.7904 -1.1288 -1.6240
H 3.9821 -1.5968 -0.6540
H 4.6858 -1.1938 -2.2407
H 2.9676 -1.6509 -2.1187
H 1.5468 -1.2989 -0.4131
H -0.2619 -0.4364 0.9578
C -0.1904 1.8761 3.3102
N 0.1961 0.5171 3.5377
C 1.4443 -0.0030 3.4517
N 1.4514 -1.2981 3.6005
C 0.1497 -1.6509 3.7721
C -0.6442 -0.5424 3.7321
H -1.7031 -0.4104 3.8131
H -0.1268 -2.6755 3.9205
H 2.3163 0.6002 3.2917
H 0.6643 2.5260 3.5130
H -1.0162 2.1345 3.9792
H -0.8041 3.1815 1.7010
H -2.8910 2.6083 0.3485
H -1.7514 1.4232 -0.3343
H -4.5351 0.9252 0.7589
H -3.3035 -0.3303 0.8963
H -2.6365 -2.1949 -0.4635
H -0.5880 -3.1765 -1.4110
H 1.8663 -0.7762 -4.3221
H 0.7093 -1.7307 -5.2928